(1)
Molecular formula: C37H57As3Cl3Ge3N2STi
Method: DFT, wB97M-V/def2-TZVPD

Properties
DFT total energy in eV: -465852.9942
Frontier orbital gap (spin up / spin down) in Ha: 0.2384 / 0.2541
Spin multiplicity: 3
Lowest unoccupied orbital energy (spin up / spin down) in eV: -3.38 / -3.67
Charge: +1

Each line ends with the Löwdin spin population.
Positions of all 107 atoms, in Å:
Ti (-0.182, -0.162, 0.131)  1.45
C (3.520, 1.330, 1.488)  0.00
As (2.663, -0.183, 0.617)  0.01
C (4.005, -0.388, -0.788)  0.00
C (3.254, -1.551, 1.917)  0.00
C (3.392, -3.061, 1.640)  0.00
C (3.860, -3.657, 2.980)  0.00
C (2.055, -3.724, 1.300)  0.00
As (0.846, -2.952, -0.041)  0.00
C (1.540, -3.500, -1.776)  0.00
C (-0.527, -4.319, 0.172)  0.00
C (4.448, -3.351, 0.563)  0.00
As (5.244, -5.177, 0.523)  0.00
C (4.268, -5.961, -0.987)  0.00
C (6.813, -4.633, -0.516)  0.00
H (4.550, 1.055, 1.721)  0.00
H (2.979, 1.597, 2.386)  0.00
H (3.522, 2.172, 0.799)  0.00
H (3.687, -1.071, -1.572)  0.00
H (4.917, -0.761, -0.328)  0.00
H (4.198, 0.590, -1.220)  0.00
H (2.583, -1.411, 2.761)  0.00
H (4.235, -1.181, 2.236)  0.00
H (3.202, -3.331, 3.788)  0.00
H (4.878, -3.339, 3.219)  0.00
H (3.854, -4.746, 2.957)  0.00
H (1.423, -3.741, 2.194)  0.00
H (2.217, -4.768, 1.017)  0.00
H (1.866, -4.536, -1.749)  0.00
H (2.359, -2.859, -2.095)  0.00
H (0.732, -3.401, -2.502)  0.00
H (-0.046, -5.292, 0.268)  0.00
H (-1.188, -4.319, -0.692)  0.00
H (-1.118, -4.110, 1.062)  0.00
H (5.314, -2.707, 0.742)  0.00
H (4.083, -3.117, -0.439)  0.00
H (3.265, -6.258, -0.682)  0.00
H (4.799, -6.861, -1.297)  0.00
H (4.213, -5.274, -1.831)  0.00
H (7.482, -4.051, 0.116)  0.00
H (6.526, -4.040, -1.385)  0.00
H (7.343, -5.523, -0.851)  0.00
C (-2.656, 5.555, -2.272)  0.00
C (-1.948, 4.609, -3.002)  0.00
C (-1.061, 3.761, -2.358)  0.00
C (-0.885, 3.830, -0.978)  0.00
C (-1.603, 4.779, -0.256)  0.00
C (-2.478, 5.643, -0.899)  0.00
Ge (0.370, 2.604, -0.113)  0.19
C (1.944, 2.982, -1.261)  0.07
C (2.636, 2.124, -2.102)  0.00
C (3.626, 2.595, -2.958)  0.00
C (3.942, 3.942, -2.984)  0.00
C (3.242, 4.822, -2.170)  0.00
C (2.245, 4.349, -1.332)  0.01
C (0.670, 3.202, 1.748)  0.03
C (-0.175, 2.834, 2.796)  0.01
C (-0.031, 3.371, 4.068)  0.00
C (0.986, 4.274, 4.333)  0.00
C (1.861, 4.628, 3.315)  0.00
C (1.700, 4.100, 2.042)  0.01
H (-3.343, 6.224, -2.774)  0.00
H (-2.084, 4.536, -4.073)  0.00
H (-0.502, 3.037, -2.943)  0.00
H (-1.485, 4.855, 0.821)  0.00
H (-3.023, 6.385, -0.329)  0.00
H (2.405, 1.070, -2.115)  0.00
H (4.145, 1.902, -3.608)  0.00
H (4.713, 4.312, -3.648)  0.00
H (3.454, 5.883, -2.201)  0.00
H (1.669, 5.072, -0.763)  0.00
H (-0.954, 2.103, 2.635)  0.00
H (-0.721, 3.085, 4.854)  0.00
H (1.096, 4.705, 5.321)  0.00
H (2.663, 5.329, 3.506)  0.00
H (2.406, 4.397, 1.276)  0.00
C (-4.014, 3.022, 1.563)  0.01
Ge (-3.458, 1.151, 1.408)  0.03
C (-4.878, 0.175, 0.495)  0.01
C (-3.333, 0.508, 3.261)  0.00
C (-1.752, 1.371, 0.361)  0.07
H (-4.985, 3.097, 2.055)  0.00
H (-4.088, 3.475, 0.573)  0.00
H (-3.288, 3.596, 2.143)  0.00
H (-5.832, 0.578, 0.844)  0.00
H (-4.850, -0.889, 0.713)  0.00
H (-4.820, 0.313, -0.582)  0.00
H (-4.274, 0.774, 3.748)  0.00
H (-2.525, 1.008, 3.799)  0.00
H (-3.203, -0.570, 3.313)  0.00
H (-1.640, 2.410, 0.674)  0.01
H (-2.139, 1.460, -0.664)  0.00
Cl (0.181, -0.231, -2.282)  0.02
Ge (-1.952, -1.356, -2.867)  0.02
Cl (-3.098, 0.511, -3.061)  0.00
Cl (-2.181, -1.588, -0.468)  0.01
S (-0.446, -1.154, 2.472)  0.01
C (0.176, -0.362, 3.825)  0.01
N (-0.520, -0.497, 4.996)  0.00
C (-0.126, 0.054, 6.162)  0.00
C (1.015, 0.795, 6.188)  0.00
C (1.686, 0.931, 4.959)  0.00
N (1.296, 0.375, 3.833)  0.00
H (-1.391, -1.011, 4.940)  0.00
H (-0.756, -0.128, 7.021)  0.00
H (1.373, 1.256, 7.094)  0.00
H (2.592, 1.526, 4.904)  0.00

***

(2)
Molecular formula: C5H10N2
Method: DFT, wB97M-V/def2-TZVPD

Properties
DFT total energy in eV: -8317.2003
Frontier orbital gap in Ha: 0.3236
Lowest unoccupied orbital energy in eV: 0.48

Each line ends with the natural charge from an NBO analysis.
Positions of all 17 atoms, in Å:
C (-0.510, -0.726, 0.813)  -0.01
C (1.075, -0.493, 0.878)  -0.45
C (1.406, -0.055, -0.555)  -0.28
C (-0.779, 1.013, -1.759)  -0.26
C (-0.657, 0.526, -0.403)  -0.12
H (-2.023, -0.684, 2.161)  0.35
H (-1.225, 1.060, 1.880)  0.35
H (-0.762, -1.619, 0.340)  0.22
H (1.161, 0.489, 1.457)  0.22
H (1.915, -1.355, 1.268)  0.25
H (1.761, 0.990, -0.447)  0.18
H (2.173, -0.504, -1.172)  0.21
H (-0.310, 1.970, -1.981)  0.21
H (-1.361, 0.780, -2.671)  0.24
H (0.462, 1.104, 0.346)  0.14
N (-0.896, -0.307, 2.123)  -0.80
N (0.182, -0.239, -1.411)  -0.45

***

(3)
Molecular formula: CCl2FNO2
Method: DFT, wB97M-V/def2-TZVPD

Properties
DFT total energy in eV: -34377.5627
Frontier orbital gap (spin up / spin down) in Ha: 0.3298 / 0.2021
Lowest unoccupied orbital energy (spin up / spin down) in eV: -2.30 / -4.21

Each line ends with the natural charge from an NBO analysis.
Positions of all 7 atoms, in Å:
C (-0.644, -0.201, -0.562)  0.41
N (0.285, 0.745, -0.134)  0.39
O (-0.186, 1.619, 0.560)  -0.34
O (1.507, 0.706, -0.453)  -0.41
F (-1.939, -0.072, -0.280)  -0.25
Cl (1.126, -1.253, 2.115)  -0.01
Cl (-0.149, -1.544, -1.246)  0.21

***

(4)
Molecular formula: C52H52GeN5OP2S4Zn
Method: DFT, wB97M-V/def2-TZVPD

Properties
DFT total energy in eV: -231124.1469
Frontier orbital gap in Ha: 0.2483
Lowest unoccupied orbital energy in eV: 1.83
Charge: -1

Each line ends with the Löwdin charge.
Positions of all 118 atoms, in Å:
Zn (-1.241, -0.364, 0.455)  0.22
S (0.295, 1.625, 1.057)  0.65
C (0.702, 2.846, -0.042)  -0.70
C (1.543, 3.877, 0.424)  -0.06
C (1.958, 4.909, -0.383)  -0.19
C (2.759, 5.940, 0.153)  -0.18
N (3.383, 6.791, 0.604)  0.17
C (1.560, 4.948, -1.745)  -0.19
C (0.702, 3.953, -2.212)  -0.05
C (0.271, 2.931, -1.389)  -0.58
S (-0.909, 1.768, -2.037)  0.57
C (2.027, 5.944, -2.613)  -0.21
N (2.429, 6.733, -3.348)  0.16
H (1.862, 3.835, 1.455)  0.11
H (0.376, 3.993, -3.242)  0.10
C (-3.434, 1.822, 7.445)  -0.13
C (-2.420, 1.592, 6.329)  -0.28
C (-3.085, 1.136, 5.032)  -0.32
C (-2.080, 0.897, 3.920)  -0.40
Ge (-2.835, 0.057, 2.253)  0.79
C (-4.509, 1.071, 1.726)  -0.38
C (-4.239, 2.279, 0.844)  -0.32
C (-3.363, 3.314, 1.536)  -0.29
C (-3.255, 4.607, 0.740)  -0.11
H (-2.936, 2.139, 8.361)  0.06
H (-3.984, 0.903, 7.650)  0.07
H (-4.151, 2.591, 7.157)  0.07
H (-1.701, 0.830, 6.646)  0.10
H (-1.862, 2.515, 6.148)  0.11
H (-3.808, 1.889, 4.710)  0.09
H (-3.632, 0.206, 5.215)  0.10
H (-1.299, 0.224, 4.282)  0.03
H (-1.580, 1.831, 3.660)  0.04
H (-3.604, -1.147, 2.948)  -0.06
H (-5.045, 1.367, 2.629)  0.05
H (-5.169, 0.388, 1.183)  0.04
H (-5.186, 2.750, 0.549)  0.10
H (-3.737, 1.945, -0.071)  0.09
H (-2.363, 2.900, 1.673)  0.06
H (-3.771, 3.527, 2.525)  0.11
H (-2.807, 4.409, -0.231)  0.06
H (-2.630, 5.332, 1.259)  0.07
H (-4.237, 5.051, 0.578)  0.07
N (-5.838, -2.913, 1.145)  0.19
C (-5.778, -3.236, -0.165)  -0.51
O (-6.504, -4.071, -0.669)  0.05
C (-4.786, -2.463, -0.971)  -0.11
C (-4.972, -2.363, -2.348)  0.01
C (-4.070, -1.624, -3.089)  -0.03
C (-3.022, -1.004, -2.425)  -0.15
N (-2.812, -1.134, -1.125)  0.03
C (-3.658, -1.870, -0.422)  -0.12
H (-6.472, -3.431, 1.730)  0.11
H (-5.252, -2.211, 1.569)  0.06
H (-5.821, -2.857, -2.793)  0.12
H (-4.158, -1.523, -4.157)  0.10
H (-2.329, -0.384, -2.974)  0.00
H (-3.405, -1.990, 0.622)  0.04
N (0.048, -1.720, 0.317)  -0.36
P (1.371, -2.048, 0.998)  0.70
C (2.793, -0.851, 0.986)  -0.28
C (2.936, -0.084, -0.163)  -0.13
C (3.922, 0.879, -0.263)  -0.08
C (4.764, 1.118, 0.811)  -0.09
C (4.607, 0.381, 1.972)  -0.09
C (3.650, -0.615, 2.054)  -0.09
C (2.109, -3.517, 0.185)  -0.29
C (1.289, -4.140, -0.745)  -0.10
C (1.739, -5.229, -1.467)  -0.09
C (3.026, -5.702, -1.259)  -0.11
C (3.842, -5.095, -0.316)  -0.10
C (3.389, -4.002, 0.405)  -0.09
C (1.363, -2.505, 2.787)  -0.27
C (1.020, -1.499, 3.686)  -0.10
C (0.925, -1.768, 5.038)  -0.08
C (1.165, -3.050, 5.507)  -0.10
C (1.495, -4.058, 4.617)  -0.09
C (1.586, -3.790, 3.262)  -0.08
H (2.242, -0.251, -0.975)  0.01
H (4.012, 1.466, -1.168)  0.10
H (5.534, 1.875, 0.752)  0.10
H (5.232, 0.584, 2.831)  0.10
H (3.580, -1.206, 2.958)  0.10
H (0.300, -3.724, -0.881)  0.09
H (1.102, -5.691, -2.209)  0.11
H (3.394, -6.541, -1.836)  0.10
H (4.846, -5.467, -0.156)  0.10
H (4.023, -3.523, 1.141)  0.11
H (0.838, -0.503, 3.299)  0.09
H (0.656, -0.985, 5.735)  0.10
H (1.094, -3.265, 6.566)  0.10
H (1.674, -5.061, 4.982)  0.10
H (1.837, -4.579, 2.568)  0.10
S (-1.094, -0.363, -5.579)  0.23
P (0.478, -0.103, -4.458)  0.23
S (0.203, 0.062, -2.325)  0.35
C (1.718, -1.448, -4.495)  -0.38
C (2.230, -1.805, -5.738)  -0.10
C (3.222, -2.765, -5.823)  -0.08
C (3.726, -3.345, -4.669)  -0.07
C (3.201, -3.002, -3.435)  -0.06
C (2.177, -2.076, -3.346)  -0.10
C (1.443, 1.389, -4.857)  -0.39
C (0.849, 2.459, -5.513)  -0.11
C (1.596, 3.595, -5.773)  -0.09
C (2.935, 3.640, -5.420)  -0.08
C (3.522, 2.570, -4.760)  -0.07
C (2.768, 1.456, -4.447)  -0.09
H (1.835, -1.328, -6.626)  0.10
H (3.605, -3.064, -6.787)  0.10
H (4.525, -4.069, -4.729)  0.10
H (3.575, -3.454, -2.533)  0.09
H (1.736, -1.857, -2.385)  0.04
H (-0.192, 2.386, -5.807)  0.08
H (1.141, 4.452, -6.248)  0.11
H (3.520, 4.518, -5.644)  0.10
H (4.566, 2.609, -4.487)  0.10
H (3.194, 0.630, -3.894)  0.11

***

(5)
Molecular formula: C3H7ClN2
Method: DFT, wB97M-V/def2-TZVPD

Properties
DFT total energy in eV: -18723.8840
SMILES string: [H]/N=N/[H].C/C=C\Cl
Frontier orbital gap in Ha: 0.3559
Lowest unoccupied orbital energy in eV: 0.83

Each line ends with the natural charge from an NBO analysis.
Positions of all 13 atoms, in Å:
C (0.527, -1.551, 0.665)  -0.66
C (0.038, -0.883, -0.540)  -0.26
C (-1.085, -0.274, -0.702)  -0.16
N (-0.776, 2.411, 0.425)  -0.30
N (-0.344, 2.158, -0.711)  -0.33
Cl (-2.515, -0.310, 0.380)  -0.08
H (-0.123, -1.310, 1.521)  0.24
H (1.645, -1.438, 0.840)  0.23
H (0.630, -0.684, -1.378)  0.22
H (-1.467, 0.225, -1.627)  0.24
H (-1.741, 2.327, 0.425)  0.31
H (0.574, -2.695, 0.493)  0.23
H (0.608, 2.082, -0.885)  0.32